w) The following is a DFT calculation (ωB97M-V with the def2-TZVPD basis set) of a 2-piece molecular cluster, C2H4ClNS overall.

Each atom is followed by the atoms it is bonded to, with distances in Å.
Cartesian coordinates (Å):
1 C 1.0161 -1.3970 0.3201  S4 1.579, H6 1.097
2 C -0.4112 1.1510 -0.3667  N3 1.425, H7 1.102, H8 1.048, H9 1.079
3 N -0.6600 0.0785 0.5383  C2 1.425, Cl5 1.674
4 S 2.4241 -0.6918 0.2082  C1 1.579
5 Cl -1.9459 -0.9277 0.1683  N3 1.674
6 H 0.7853 -2.4574 0.4817  C1 1.097
7 H -1.1563 1.7389 0.1937  C2 1.102
8 H 0.5135 1.5862 -0.1350  C2 1.048
9 H -0.5657 0.9193 -1.4087  C2 1.079

The HOMO-LUMO gap (spin up / spin down) is 7.30 / 7.98 eV. As for the net charge: 0. As for the highest occupied orbital energy (spin up / spin down): -7.97 / -8.45 eV.

x) The following is a DFT calculation (ωB97M-V with the def2-TZVPD basis set) of one molecule with the formula C2H4ClNS.

Each atom is followed by the atoms it is bonded to, with distances in Å.
Cartesian coordinates (Å):
1 S 1.6407 1.3237 0.5652  N2 1.731, H6 1.301
2 N 1.3296 -0.3635 0.3342  S1 1.731, C3 1.221
3 C 0.1983 -0.7286 0.0536  N2 1.221, C4 1.502, H7 1.057
4 C -0.9664 0.0830 -0.4371  C3 1.502, Cl5 1.765, H8 1.106, H9 1.127
5 Cl -2.0396 -0.9817 -1.3486  C4 1.765
6 H 2.1098 1.0387 1.7449  S1 1.301
7 H -0.0350 -1.7486 -0.0931  C3 1.057
8 H -1.5860 0.5167 0.3702  C4 1.106
9 H -0.6515 0.8604 -1.1894  C4 1.127

The HOMO-LUMO gap is 9.94 eV. As for the net charge: 0. As for the highest occupied orbital energy: -9.17 eV.

Bottom line: x), by a margin of 360.7 kJ/mol.

w) The following is a DFT calculation (ωB97M-V with the def2-TZVPD basis set) of a 2-piece molecular cluster, C9H13NO2 overall.

Each atom is followed by the atoms it is bonded to, with distances in Å.
Cartesian coordinates (Å):
1 C 0.1532 2.9047 0.1638  C2 1.493, H9 1.092, H10 1.093, H11 1.091
2 C 0.5895 1.6217 0.7905  C1 1.493, C3 1.408, C8 1.372
3 C -0.3347 0.7286 1.3661  C2 1.408, C4 1.382, H12 1.085
4 C -0.0222 -0.5961 1.6058  C3 1.382, C5 1.400, H13 1.085
5 C 1.3322 -0.9351 1.7080  C4 1.400, O6 1.377, C7 1.376
6 O 1.7071 -2.1795 2.1621  C5 1.377, H14 0.969
7 C 2.2833 -0.0564 1.2439  C5 1.376, C8 1.425, H15 1.079
8 C 1.8897 1.1960 0.6903  C2 1.372, C7 1.425, H16 1.082
9 H 0.3248 2.8796 -0.9140  C1 1.092
10 H 0.6387 3.7772 0.6082  C1 1.093
11 H -0.9080 3.1373 0.2599  C1 1.091
12 H -1.4027 0.9191 1.3428  C3 1.085
13 H -0.7679 -1.1824 2.1321  C4 1.085
14 H 1.8441 -2.8461 1.4728  O6 0.969
15 H 3.3129 -0.3756 1.2911  C7 1.079
16 H 2.7470 1.7571 0.3435  C8 1.082
17 C -0.5220 -1.1876 -1.7436  C18 1.492, H21 1.086, H22 1.097, H23 1.092
18 C -1.8472 -0.6695 -2.1909  C17 1.492, N19 1.349, O20 1.223
19 N -1.9809 0.6240 -2.5493  C18 1.349, H24 1.006, H25 1.007
20 O -2.8054 -1.4286 -2.1527  C18 1.223
21 H -0.4758 -2.2526 -1.9518  C17 1.086
22 H -0.4717 -1.1642 -0.6481  C17 1.097
23 H 0.3598 -0.6471 -2.0928  C17 1.092
24 H -2.9120 0.9923 -2.6455  N19 1.006
25 H -1.2300 1.2191 -2.8596  N19 1.007

The HOMO-LUMO gap is 9.66 eV. As for the net charge: 0. As for the highest occupied orbital energy: -9.06 eV.

x) The following is a DFT calculation (ωB97M-V with the def2-TZVPD basis set) of a 2-piece molecular cluster, C9H13NO2 overall.

Each atom is followed by the atoms it is bonded to, with distances in Å.
Cartesian coordinates (Å):
1 C -1.5024 -1.2587 -2.3829  C2 1.514, H9 1.085, H10 1.094, H11 1.094
2 C -1.1563 -0.0390 -1.5550  C1 1.514, C3 1.384, C8 1.430
3 C -1.7187 0.1299 -0.3020  C2 1.384, C4 1.410, H12 1.081
4 C -1.2220 1.1200 0.5706  C3 1.410, C5 1.365, H13 1.083
5 C -0.4413 2.1304 0.0886  C4 1.365, O6 1.371, C7 1.388
6 O 0.0374 3.1026 0.9292  C5 1.371, H14 0.974
7 C 0.0472 2.0179 -1.2059  C5 1.388, C8 1.376, H15 1.089
8 C -0.2120 0.9324 -2.0116  C2 1.430, C7 1.376, H16 1.080
9 H -2.4184 -1.1130 -2.9455  C1 1.085
10 H -1.6089 -2.1228 -1.7208  C1 1.094
11 H -0.5785 -1.5129 -2.9102  C1 1.094
12 H -2.5287 -0.5198 -0.0019  C3 1.081
13 H -1.3894 1.0643 1.6390  C4 1.083
14 H 0.5179 3.7683 0.4047  O6 0.974
15 H 0.8082 2.6726 -1.6289  C7 1.089
16 H 0.3240 0.8094 -2.9408  C8 1.080
17 C 2.3435 -0.6681 2.0104  C18 1.526, H21 1.096, H22 1.089, H23 1.085
18 C 0.9420 -1.2408 2.1983  C17 1.526, N19 1.357, O20 1.208
19 N 0.6491 -2.1796 1.2626  C18 1.357, H24 1.020, H25 0.988
20 O 0.2203 -0.8386 3.0802  C18 1.208
21 H 2.2414 0.0193 1.1625  C17 1.096
22 H 3.1360 -1.3718 1.7621  C17 1.089
23 H 2.6679 -0.1184 2.8879  C17 1.085
24 H -0.3386 -2.4118 1.1580  N19 1.020
25 H 1.1803 -2.3715 0.4514  N19 0.988

The HOMO-LUMO gap is 9.17 eV. As for the net charge: 0. As for the highest occupied orbital energy: -8.48 eV.

Bottom line: x), by a margin of 19.6 kJ/mol.

w) The following is a DFT calculation (ωB97M-V with the def2-TZVPD basis set) of one molecule with the formula C9H13NO2.

Each atom is followed by the atoms it is bonded to, with distances in Å.
Cartesian coordinates (Å):
1 C 0.1729 3.4214 -0.0576  O2 1.424, H13 1.234, H14 1.214, H15 1.212
2 O -0.8010 2.3836 0.0027  C1 1.424, C3 1.382
3 C -0.3184 1.0948 -0.1195  O2 1.382, C4 1.361, C12 1.404
4 C 0.9624 0.6674 -0.2878  C3 1.361, C5 1.469, H16 1.144
5 C 1.1900 -0.7491 -0.6053  C4 1.469, C6 1.460, C8 1.399
6 C 2.5925 -1.1279 -0.4655  C5 1.460, N7 1.567, H17 0.979, H18 1.165
7 N 3.0988 -1.5853 0.9453  C6 1.567, H19 1.096, H20 0.996
8 C 0.0981 -1.6230 -0.6497  C5 1.399, C9 1.370, H21 1.187
9 C -1.1143 -1.1522 -0.2202  C8 1.370, O10 1.272, C12 1.413
10 O -2.1788 -1.8480 -0.2033  C9 1.272, C11 1.481
11 C -3.4650 -1.3031 0.2883  O10 1.481, H22 1.077, H23 1.199, H24 1.198
12 C -1.3096 0.1685 0.2425  C3 1.404, C9 1.413, H25 1.205
13 H -0.6134 4.3723 -0.0330  C1 1.234
14 H 0.9739 3.3814 -0.9696  C1 1.214
15 H 0.7386 3.6913 0.9802  C1 1.212
16 H 1.8693 1.3624 -0.3454  C4 1.144
17 H 2.5268 -1.9650 -0.9686  C6 0.979
18 H 3.2600 -0.4093 -1.0934  C6 1.165
19 H 2.4838 -2.3488 1.4361  N7 1.096
20 H 2.9157 -0.8037 1.5346  N7 0.996
21 H 0.0500 -2.7404 -1.0470  C8 1.187
22 H -4.1513 -2.1197 0.4350  C11 1.077
23 H -3.4973 -0.6919 -0.7431  C11 1.199
24 H -3.1619 -0.7762 1.3208  C11 1.198
25 H -2.3217 0.7005 0.6234  C12 1.205

The HOMO-LUMO gap is 8.92 eV. As for the net charge: 0. As for the highest occupied orbital energy: -8.15 eV.

x) The following is a DFT calculation (ωB97M-V with the def2-TZVPD basis set) of a 2-piece molecular cluster, C9H13NO2 overall.

Each atom is followed by the atoms it is bonded to, with distances in Å.
Cartesian coordinates (Å):
1 C 1.1137 0.1579 2.3823  C2 1.524, H9 1.112, H10 1.099, H11 1.095
2 C 0.0158 -0.5547 1.6012  C1 1.524, C3 1.356, C8 1.378
3 C 0.0810 -0.7580 0.2624  C2 1.356, C4 1.440, H12 1.088
4 C -1.0839 -1.1605 -0.4818  C3 1.440, C5 1.395, H13 1.063
5 C -2.2202 -1.5075 0.2495  C4 1.395, O6 1.377, C7 1.435
6 O -3.3383 -1.9444 -0.4252  C5 1.377, H14 0.959
7 C -2.2835 -1.3961 1.6786  C5 1.435, C8 1.363, H15 1.053
8 C -1.1352 -0.9400 2.2539  C2 1.378, C7 1.363, H16 1.059
9 H 0.8208 1.1260 2.8444  C1 1.112
10 H 1.9796 0.3180 1.7248  C1 1.099
11 H 1.5200 -0.5786 3.0827  C1 1.095
12 H 1.0210 -0.5443 -0.2420  C3 1.088
13 H -1.0971 -1.2295 -1.5421  C4 1.063
14 H -3.2369 -1.8452 -1.3736  O6 0.959
15 H -3.0954 -1.8622 2.1611  C7 1.053
16 H -1.1513 -1.0079 3.3105  C8 1.059
17 C 1.8404 3.1345 -1.1744  C18 1.511, H21 1.115, H22 1.095, H23 1.111
18 C 2.0741 1.7059 -1.6071  C17 1.511, N19 1.385, O20 1.210
19 N 1.5767 1.4193 -2.8675  C18 1.385, H24 0.987, H25 1.000
20 O 2.5875 0.8230 -0.9588  C18 1.210
21 H 0.8050 3.4506 -1.4428  C17 1.115
22 H 2.6373 3.6986 -1.6704  C17 1.095
23 H 1.8859 3.1071 -0.0646  C17 1.111
24 H 1.5829 0.5263 -3.2876  N19 0.987
25 H 1.0750 2.1154 -3.3819  N19 1.000

The HOMO-LUMO gap is 8.79 eV. As for the net charge: 0. As for the highest occupied orbital energy: -8.14 eV.

y) The following is a DFT calculation (ωB97M-V with the def2-TZVPD basis set) of a 2-piece molecular cluster, C9H13NO2 overall.

Each atom is followed by the atoms it is bonded to, with distances in Å.
Cartesian coordinates (Å):
1 C -0.2775 1.4287 -2.6275  C2 1.494, H9 1.131, H10 1.144, H11 1.051
2 C 0.5514 0.9138 -1.4965  C1 1.494, C3 1.401, C8 1.364
3 C 1.3950 1.7403 -0.7436  C2 1.401, C4 1.386, H12 1.042
4 C 2.3343 1.3494 0.1983  C3 1.386, C5 1.444, H13 1.158
5 C 2.3553 -0.0580 0.5221  C4 1.444, O6 1.373, C7 1.362
6 O 3.2239 -0.6890 1.3776  C5 1.373, H14 0.989
7 C 1.5324 -0.9379 -0.1133  C5 1.362, C8 1.484, H15 1.096
8 C 0.6951 -0.4148 -1.2216  C2 1.364, C7 1.484, H16 1.075
9 H -0.0435 2.5347 -2.6019  C1 1.131
10 H -1.4033 1.3041 -2.4655  C1 1.144
11 H -0.2359 0.8967 -3.5324  C1 1.051
12 H 1.3608 2.7321 -1.0623  C3 1.042
13 H 3.1745 1.9936 0.6678  C4 1.158
14 H 3.9686 -0.0964 1.6451  O6 0.989
15 H 1.5560 -2.0264 0.0119  C7 1.096
16 H -0.0160 -1.1564 -1.5378  C8 1.075
17 C -1.8350 -1.1101 0.4653  C18 1.547, H21 1.084, H22 1.060, H23 1.082
18 C -2.9337 -1.1839 1.5514  C17 1.547, N19 1.334, O20 1.192
19 N -2.3925 -0.7437 2.6887  C18 1.334, H24 1.035, H25 0.955
20 O -3.9865 -1.7344 1.4588  C18 1.192
21 H -1.0890 -1.8912 0.5547  C17 1.084
22 H -1.2520 -0.2255 0.5073  C17 1.060
23 H -2.3092 -1.2764 -0.4930  C17 1.082
24 H -2.8775 -0.9335 3.5834  N19 1.035
25 H -1.4957 -0.4159 2.6629  N19 0.955

The HOMO-LUMO gap is 9.32 eV. As for the net charge: 0. As for the highest occupied orbital energy: -8.73 eV.

Bottom line: x), by a margin of 79.0 kJ/mol.